Entry 1:
{"formula": "C6H11N3", "method": "ωB97M-V/def2-TZVPD", "elements": ["C", "C", "C", "C", "C", "C", "N", "N", "N", "H", "H", "H", "H", "H", "H", "H", "H", "H", "H", "H"], "xyz": [[-0.13281, -1.04747, -1.41063], [-0.61939, 2.59171, -0.06609], [0.93189, -2.47831, 1.50299], [-0.36770, 0.07064, -0.44480], [-0.71404, 1.41022, -0.99615], [1.12752, -1.03021, 1.62782], [-0.27154, -0.11546, 0.82084], [-1.08315, 1.45626, -2.21112], [1.63529, -0.11956, 2.21892], [-1.29556, 2.40159, -2.52801], [0.11828, 0.67114, 1.51926], [-0.47327, -1.99459, -0.99818], [0.93723, -1.12434, -1.61480], [-0.64454, -0.83866, -2.34567], [-0.80843, 3.51984, -0.60361], [0.37255, 2.64539, 0.38736], [-1.34433, 2.49523, 0.74279], [1.26385, -2.82350, 0.52375], [1.49930, -2.98626, 2.28184], [-0.13118, -2.70367, 1.59347]], "forces_ev_per_a": [[-0.5, -0.1, 0.0], [0.0, -0.1, -0.1], [-0.1, -0.3, -0.4], [-0.1, 0.2, 0.5], [0.2, 0.6, -0.2], [1.7, 1.5, 2.5], [0.5, 1.2, 0.2], [0.2, -0.1, -0.1], [-0.2, -1.8, -1.1], [-0.1, 0.0, 0.2], [-1.8, -1.0, -1.8], [0.0, 0.0, 0.0], [0.0, 0.1, 0.0], [0.0, -0.1, 0.0], [0.0, -0.1, 0.0], [0.0, 0.0, 0.0], [0.0, 0.0, 0.0], [0.0, -0.1, 0.0], [0.0, 0.0, -0.1], [0.1, 0.0, 0.1]], "total_charge": 0, "homo_energy_ha": [-0.31432, -0.31435]}

***

Entry 2:
{"formula": "C3H12NO2", "method": "ωB97M-V/def2-TZVPD", "elements": ["O", "C", "C", "N", "C", "H", "H", "H", "H", "H", "H", "H", "H", "H", "H", "H", "H", "O"], "xyz": [[-1.51200, -1.80180, -0.02628], [-0.12126, -2.20345, 0.19286], [0.71657, -1.06131, 0.62830], [0.18694, 0.34609, 0.03883], [1.17736, 1.48615, 0.37977], [-2.01449, -2.04400, 0.75112], [-0.07283, -2.89436, 0.92658], [0.17749, -2.53471, -0.81888], [1.72114, -1.26388, 0.25084], [0.80387, -0.81433, 1.69478], [-0.63414, 0.75539, 0.62070], [0.06298, 0.28599, -1.00572], [1.11389, 2.00786, 1.31055], [0.91074, 2.46295, -0.26407], [2.19153, 1.18896, 0.17894], [-1.37073, 2.60500, -1.04122], [-2.01370, 1.67459, -2.24003], [-1.32337, 1.80486, -1.57704]], "forces_ev_per_a": [[1.1, 0.0, 0.4], [-2.4, 2.4, -3.2], [0.2, 2.8, 0.0], [1.3, 0.6, 2.3], [-0.5, 2.2, -3.1], [-0.3, -0.1, 0.2], [0.3, -2.8, 2.0], [0.2, -0.2, 0.8], [0.1, 0.7, 0.0], [-0.3, -0.6, -0.2], [0.8, -2.0, -2.2], [-0.6, 0.5, 1.5], [-0.5, -1.0, 1.4], [0.6, -2.6, 0.6], [0.2, -0.1, -0.1], [-0.8, 0.1, -0.8], [-0.1, 0.8, 0.5], [0.7, -0.6, 0.2]], "total_charge": 1, "homo_energy_ha": -0.54793}

***

Calculated DFT total energy, -10868.064 -8882.745 eV (same order as the records).
Calculated relative energy (zero: lowest compared OMol25 entry of this formula, charge and spin), 265.8 205.5 kJ/mol (same order as the records).